Computed, not measured: one molecule with the formula C9H16N2S, with ωB97M-V/def2-TZVPD.

ΔE to the lowest compared entry with this formula, charge and spin: 532.0 kJ/mol
2S+1: 1
HOMO (spin up / spin down): -0.2605 / -0.2657 hartree
gap between HOMO and LUMO (spin up / spin down): 7.894 / 7.233 eV
maximum force: 0.09751 Eh/bohr

```
28
Properties=species:S:1:pos:R:3:forces:R:3
C 0.2620 -2.1507 0.4417 2.0 -3.6 -2.9
C 0.8521 -1.6191 -0.6740 -0.6 -0.2 1.1
C -0.8454 -1.7087 1.3006 -0.3 0.6 -1.1
C -2.1571 -1.4668 0.5451 0.3 -0.3 0.4
C -0.9449 0.0144 -1.4289 0.1 0.0 0.2
C 0.5836 -0.1969 -1.1552 0.3 -0.1 0.2
C -2.0460 -0.1588 -0.2898 -1.2 -3.4 -2.5
C 1.5086 0.6315 -0.2869 -1.1 -0.2 0.9
C 3.4622 2.4344 0.3157 -1.2 -2.0 0.0
N -2.3211 0.7180 0.6890 0.4 4.5 2.1
N -1.6927 1.9367 0.5250 -0.6 -2.5 -2.5
S 2.0640 2.1276 -0.8635 0.7 0.9 -0.4
H 0.5770 -3.2703 0.5355 -0.4 2.0 0.3
H 1.6551 -2.1735 -1.2068 -0.8 0.3 0.6
H -1.0196 -2.3331 2.1341 0.1 -1.0 0.8
H -0.4681 -0.8002 1.6822 -0.2 1.6 0.9
H -2.3615 -2.2745 -0.1236 0.0 -0.9 -0.4
H -3.0156 -1.4376 1.3037 1.1 0.4 -1.3
H -1.0893 1.0314 -1.9439 0.0 -1.5 0.7
H -1.0088 -0.8130 -2.2322 -1.0 1.4 1.3
H 0.8683 -0.0213 -2.1914 1.0 -0.4 -0.1
H -2.9717 -0.2061 -0.8850 -0.1 0.0 -0.4
H 1.5339 0.3597 0.7933 0.2 0.5 -0.9
H 4.0265 1.4902 0.2118 -0.1 0.5 0.7
H 2.9037 2.5477 1.2441 0.7 -0.3 0.3
H 4.1392 3.2455 0.2084 0.1 1.0 -0.8
H -1.6347 2.3075 1.4078 0.8 1.6 2.1
H -0.8597 1.7859 -0.0567 0.0 1.0 0.9
```
Forces are in eV/Å.